# 1
Density functional theory data (ωB97M-V/def2-TZVPD) for a 8-piece molecular cluster, C15H29Br14Cl3 overall at a distorted geometry.

Properties
relative energy (zero: lowest compared OMol25 entry of this formula, charge and spin)	210.4	kJ/mol
SMILES	ClC(Cl)Cl.BrCCBr.BrCCBr.BrCCBr.BrCCBr.BrCCBr.BrCCBr.BrCCBr
2S+1	1
E_HOMO	-0.3750	hartree

XYZ file:
```
61
Properties=species:S:1:pos:R:3:nbo_charge:R:1
Cl 6.422 2.279 1.210 0.065
C 6.676 3.660 2.167 -0.281
Cl 8.208 3.482 3.155 -0.027
Cl 5.322 3.877 3.297 0.011
H 6.787 4.539 1.532 0.233
Br 2.331 9.494 -0.687 -0.050
C 0.649 9.404 0.409 -0.429
C 0.124 10.813 0.615 -0.405
Br -1.692 10.473 1.430 -0.048
H 0.793 8.895 1.362 0.228
H 0.092 8.657 -0.156 0.240
H 0.012 11.371 -0.314 0.230
H 0.615 11.461 1.341 0.235
Br 6.098 -0.138 -6.744 -0.018
C 6.036 1.701 -6.005 -0.443
C 6.312 2.683 -7.120 -0.392
Br 6.308 4.595 -6.365 -0.057
H 6.797 1.753 -5.226 0.225
H 5.119 1.862 -5.437 0.232
H 5.568 2.586 -7.910 0.225
H 7.305 2.538 -7.545 0.226
Br 4.125 -2.963 4.668 -0.053
C 5.194 -4.567 3.981 -0.406
C 4.414 -5.418 2.977 -0.425
Br 4.231 -4.464 1.182 -0.038
H 5.462 -5.122 4.881 0.232
H 6.042 -4.099 3.482 0.229
H 3.450 -5.638 3.436 0.226
H 4.767 -6.429 2.774 0.235
Br -5.552 1.453 -8.222 -0.040
C -3.610 1.771 -8.607 -0.409
C -3.061 2.831 -7.653 -0.454
Br -1.141 2.998 -7.941 -0.005
H -3.510 2.092 -9.644 0.221
H -3.133 0.796 -8.498 0.226
H -3.171 2.362 -6.675 0.228
H -3.559 3.790 -7.793 0.234
Br -4.802 -9.582 5.196 -0.029
C -5.579 -9.211 3.380 -0.429
C -7.106 -9.369 3.409 -0.437
Br -7.841 -7.642 4.079 -0.029
H -5.143 -9.902 2.658 0.223
H -5.196 -8.255 3.023 0.236
H -7.549 -10.238 3.895 0.239
H -7.515 -9.494 2.406 0.226
Br -7.180 -1.181 5.629 -0.040
C -5.331 -2.046 5.502 -0.408
C -5.003 -2.686 6.883 -0.417
Br -3.191 -3.549 6.794 -0.039
H -4.491 -1.447 5.149 0.231
H -5.471 -2.858 4.788 0.222
H -5.721 -3.436 7.216 0.228
H -4.927 -1.956 7.688 0.222
Br 0.269 1.700 -1.271 -0.036
C -0.179 0.193 0.005 -0.411
C -1.017 -0.782 -0.735 -0.451
Br -1.526 -2.306 0.369 -0.014
H -0.621 0.551 0.936 0.230
H 0.738 -0.317 0.300 0.225
H -0.506 -1.246 -1.579 0.230
H -1.943 -0.319 -1.077 0.225
```

# 2
Density functional theory data (ωB97M-V/def2-TZVPD) for C21H30Cl5N2O3OsSi2 as an isolated structure at a distorted geometry.

Properties
2S+1	1
net charge	+1
E_HOMO (alpha / beta)	-0.4400 / -0.4400	hartree

XYZ file:
```
64
Properties=species:S:1:pos:R:3:nbo_charge:R:1
Os -0.084 -0.751 -0.035 1.204
Cl -1.523 -3.655 -1.030 0.084
C 0.018 -3.274 -1.687 -0.043
C 0.674 -2.105 -1.275 -0.299
C 1.951 -1.862 -1.790 0.042
Cl 2.750 -0.434 -1.255 0.094
C 2.575 -2.729 -2.674 -0.138
Cl 4.143 -2.388 -3.266 0.101
C 1.895 -3.884 -3.073 -0.037
Cl 2.641 -4.969 -4.156 0.122
C 0.615 -4.159 -2.580 -0.104
Cl -0.200 -5.583 -3.066 0.101
C -1.644 -2.893 2.402 -1.134
Si 0.227 -2.719 2.463 1.639
C 0.805 -2.810 4.240 -1.110
C 1.131 -4.091 1.568 -1.123
C 0.753 -0.986 1.708 -1.242
Si 0.357 0.591 2.741 1.642
C 1.515 1.940 2.162 -1.133
C 0.539 0.445 4.593 -1.116
C -1.461 0.944 2.382 -1.121
H -1.913 -3.913 2.124 0.261
H -2.151 -2.227 1.702 0.239
H -2.064 -2.700 3.392 0.253
H 0.795 -3.870 4.508 0.257
H 0.157 -2.288 4.939 0.245
H 1.827 -2.454 4.374 0.246
H 0.747 -5.059 1.898 0.257
H 2.193 -4.061 1.824 0.249
H 1.051 -4.060 0.483 0.232
H 1.829 -1.018 1.447 0.297
H 2.526 1.708 2.508 0.253
H 1.235 2.893 2.615 0.253
H 1.564 2.072 1.077 0.254
H 1.467 -0.038 4.894 0.253
H -0.292 -0.069 5.075 0.246
H 0.566 1.466 4.984 0.257
H -1.829 0.798 1.361 0.213
H -1.695 1.980 2.638 0.263
H -2.073 0.298 3.016 0.257
C -1.335 4.235 -0.112 -0.621
C -0.778 4.400 -1.520 -0.376
C -0.720 3.073 -2.308 -0.267
C -0.066 3.293 -3.694 -0.362
C 0.048 2.020 -4.522 -0.626
C -2.151 2.616 -2.553 0.729
O -2.984 3.286 -3.084 -0.502
N -2.500 1.303 -2.133 -0.625
C -1.681 0.572 -1.389 0.798
O -1.987 -0.581 -0.903 -0.594
N -0.430 0.936 -1.063 -0.651
C 0.172 2.109 -1.530 0.729
O 1.329 2.342 -1.319 -0.536
H -1.397 5.199 0.391 0.241
H -0.699 3.590 0.500 0.201
H -2.344 3.814 -0.122 0.203
H 0.235 4.799 -1.492 0.234
H -1.392 5.090 -2.099 0.238
H 0.919 3.721 -3.509 0.235
H -0.664 4.041 -4.215 0.234
H 0.655 1.263 -4.018 0.203
H 0.528 2.231 -5.476 0.242
H -0.930 1.588 -4.746 0.204
H -3.441 0.972 -2.316 0.455
```